A cluster of 6 separate species, C25H45NO5 in total in a non-equilibrium geometry, computed with ωB97M-V/def2-TZVPD.

The geometry in ORCA input format:
```
! wB97M-V def2-TZVPD RIJCOSX def2/J DEFGRID3
* xyz 0 1
C -3.759 2.064 1.947
C -4.404 1.314 2.926
C -5.196 1.986 3.844
N -5.156 3.301 4.006
C -4.420 3.994 3.154
C -3.731 3.434 2.084
H -3.305 1.564 1.100
H -4.407 0.233 2.870
H -5.789 1.419 4.555
H -4.406 5.069 3.310
H -3.220 4.076 1.379
C 1.416 -3.190 2.943
C 2.810 -3.829 3.128
C 2.476 -5.333 3.096
O 1.102 -5.450 2.753
C 0.721 -4.251 2.109
H 1.489 -2.180 2.547
H 0.910 -3.218 3.910
H 3.274 -3.479 4.046
H 3.401 -3.617 2.238
H 2.666 -5.913 3.999
H 3.105 -5.804 2.327
H -0.367 -4.180 2.174
H 0.964 -4.242 1.038
C 6.252 -0.762 1.441
C 5.404 0.231 0.659
C 4.286 -0.704 0.210
O 4.996 -1.838 -0.262
C 5.964 -2.112 0.742
H 6.050 -0.781 2.512
H 7.329 -0.562 1.412
H 5.882 0.570 -0.257
H 5.064 1.047 1.293
H 3.628 -0.288 -0.555
H 3.604 -1.056 1.003
H 6.824 -2.600 0.287
H 5.551 -2.837 1.459
C 0.148 0.441 1.366
C 0.014 1.950 1.082
C -0.548 1.981 -0.318
O 0.075 0.893 -0.988
C 0.191 -0.181 -0.052
H -0.746 0.116 1.895
H 1.044 0.189 1.928
H 0.977 2.457 1.162
H -0.604 2.434 1.842
H -0.293 2.907 -0.837
H -1.633 1.852 -0.434
H 1.114 -0.718 -0.252
H -0.691 -0.816 -0.186
C -3.688 4.918 -2.348
C -2.283 5.480 -2.266
C -1.811 5.487 -3.727
O -2.617 4.517 -4.412
C -3.530 3.919 -3.501
H -4.430 5.655 -2.653
H -4.004 4.399 -1.444
H -1.633 4.867 -1.638
H -2.177 6.494 -1.872
H -0.767 5.185 -3.810
H -2.008 6.454 -4.189
H -3.088 2.974 -3.164
H -4.489 3.733 -3.982
C -0.749 -2.166 -2.822
C -1.233 -3.617 -2.628
C -0.464 -4.327 -3.735
O -0.456 -3.415 -4.839
C -0.603 -2.080 -4.347
H 0.195 -2.062 -2.292
H -1.471 -1.427 -2.480
H -2.300 -3.658 -2.840
H -0.950 -4.020 -1.657
H -0.947 -5.253 -4.047
H 0.579 -4.529 -3.469
H -1.433 -1.593 -4.863
H 0.301 -1.518 -4.609
*
```

Computed properties:
**SMILES string**: c1ccncc1.C1CCOC1.C1CCOC1.C1CCOC1.C1CCOC1.C1CCOC1
**E_LUMO**: 0.415 eV
**Total energy**: -38379.328 eV
**Energy above the lowest of the compared OMol25 structures with the same formula, charge and spin**: 3.7 kcal/mol
**F_max**: 1.51 eV Å⁻¹
**HOMO**: -9.4 eV
**Gap between HOMO and LUMO**: 9.77 eV

These are the Mulliken partial charges, in e, on atoms 1 to 5:
1. C -0.07
2. C -0.56
3. C -0.27
4. N -0.56
5. C -0.41